1.
DFT (ωB97M-V/def2-TZVPD) results for a gas-phase ion, C7H10ClN2O2 (charge +1) in a non-equilibrium geometry.

Geometry as XYZ:
```
22
Properties=species:S:1:pos:R:3:forces:R:3
C -1.0019 0.7065 2.5235 0.99 1.37 -4.11
C -1.1928 1.2198 0.1243 1.29 -0.92 0.50
C -1.7199 0.7788 1.3566 -0.80 0.35 -0.05
C 0.8760 0.4100 0.1019 -1.03 -1.00 -0.89
C 0.7372 -0.4798 1.3796 1.84 2.55 -1.10
C 0.4710 0.6997 2.3585 -1.36 -0.13 -1.67
C 1.5241 0.0027 -1.2722 -0.11 0.24 0.06
N 1.1900 1.9208 1.6661 -2.73 -1.56 3.10
N -2.0760 0.8725 -1.0392 1.34 2.11 -0.08
O 1.9175 2.7120 2.1601 0.80 1.29 1.18
O 1.3132 1.6613 0.4409 2.49 -1.73 -4.42
Cl -3.4375 0.3594 1.3434 0.07 0.02 0.46
H -1.3572 0.4075 3.4120 -1.49 -0.90 2.98
H -0.0761 -1.1707 1.3142 -0.33 -0.30 0.01
H 1.6706 -0.9936 1.6083 0.10 -0.01 -0.14
H 0.8830 0.6212 3.2790 1.72 -0.23 2.71
H 2.5997 -0.1659 -1.4979 -0.17 -0.27 1.87
H 1.4530 0.8695 -1.8216 -0.25 2.77 -1.09
H 1.1105 -0.6042 -2.0643 -1.24 -1.23 0.91
H -2.3548 -0.0528 -0.9019 -0.35 -2.49 -0.57
H -1.4852 1.0882 -1.8709 -1.14 -0.54 0.44
H -2.9819 1.3553 -1.0380 0.36 0.59 -0.11
```
Positions in Å, forces in eV/Å.

ΔE to the lowest compared entry with this formula, charge and spin: 193.2 kcal/mol
total charge: +1
gap between HOMO and LUMO (alpha / beta): 0.29214 / 0.20789 Eh
HOMO level (alpha / beta): -12.12 / -11.25 eV
spin multiplicity: 1

Atomic partial charges in e from the Mulliken method, atoms 1 to 4:
1. C -1.047
2. C -0.660
3. C 0.779
4. C 0.586


2.
DFT (ωB97M-V/def2-TZVPD) results for C3HNO2 in the gas phase in a non-equilibrium geometry.

Geometry as XYZ:
```
7
Properties=species:S:1:pos:R:3:forces:R:3
O -0.0149 0.9458 1.8553 -0.08 -0.48 -0.59
C 0.4460 0.0985 1.1465 -0.16 0.37 0.30
C 0.1313 -0.1683 -0.3406 0.62 -0.14 -0.45
O 1.0780 -0.5992 -0.9517 -0.25 -0.01 0.11
C -1.0909 0.0841 -1.1294 -0.45 0.16 -0.58
N -1.8592 0.1841 -1.9885 0.48 0.00 1.07
H 1.3096 -0.5449 1.4084 -0.16 0.10 0.14
```
Positions in Å, forces in eV/Å.

ΔE to the lowest compared entry with this formula, charge and spin: 6.5 kcal/mol
total charge: 0
gap between HOMO and LUMO: 0.34849 Eh
SMILES: N#CC(=O)C=O
HOMO level: -11.22 eV
spin multiplicity: 1

Atomic partial charges in e from the Mulliken method, atoms 1 to 4:
1. O -0.393
2. C 0.064
3. C 0.493
4. O -0.382


3.
DFT (ωB97M-V/def2-TZVPD) results for a molecular structure, C8H8AgCl24CsF2 in a non-equilibrium geometry.

Geometry as XYZ:
```
44
Properties=species:S:1:pos:R:3:forces:R:3
Ag 3.4475 1.4298 0.2278 -2.19 -0.71 -0.36
Cs -0.1520 -0.8737 0.2998 0.09 0.19 -0.10
F 2.7390 -0.6364 -0.6574 0.40 1.55 0.79
F 1.2941 1.9057 0.7284 1.42 -0.72 -0.33
C -0.9042 3.2256 3.0131 0.19 0.09 -0.35
Cl -1.6090 3.9436 1.5251 0.12 -0.53 0.38
Cl -1.8616 1.8516 3.6121 -0.06 0.37 -0.08
Cl -0.6789 4.5094 4.2009 -0.10 -0.40 0.01
H 0.0642 2.7880 2.7705 -0.13 0.39 -0.14
C -3.2441 3.2588 -2.9641 1.77 -0.03 -0.29
Cl -2.5353 4.7660 -2.3446 -0.79 -0.14 0.24
Cl -3.1532 1.9907 -1.7005 -0.31 0.39 -0.52
Cl -2.1353 2.8414 -4.3541 -1.11 -0.25 0.49
H -4.2677 3.3803 -3.3186 0.29 -0.01 0.15
C -5.7353 0.0206 1.1549 -0.77 0.23 0.29
Cl -5.7208 1.7989 1.3104 0.43 -0.61 -0.48
Cl -6.1766 -0.6451 2.7065 0.00 -0.33 0.53
Cl -4.2370 -0.7434 0.5865 0.01 0.42 -0.15
H -6.5469 -0.2744 0.4899 0.43 0.28 -0.21
C -1.6207 -5.4278 -2.0687 -1.38 0.90 1.01
Cl -1.9573 -5.6182 -0.2462 0.06 -0.02 -1.71
Cl -0.3861 -4.1744 -2.2258 0.23 -0.47 -0.20
Cl -3.0898 -4.8321 -2.9713 0.88 -0.69 0.80
H -1.3509 -6.4060 -2.4670 0.22 0.39 0.11
C 4.1468 -1.2459 3.7881 0.34 -0.02 0.33
Cl 4.0542 -2.2086 5.2826 -0.01 0.31 -0.70
Cl 4.8990 0.3160 4.1022 0.08 0.23 0.08
Cl 2.5437 -0.9746 3.0777 0.01 -0.15 -0.05
H 4.7992 -1.7198 3.0548 -0.42 -0.31 0.23
C 2.6376 -5.4095 1.6134 1.38 -1.61 -1.06
Cl 2.3375 -7.1819 1.5594 0.06 0.47 0.10
Cl 2.9992 -4.8352 3.1497 0.63 0.44 2.43
Cl 1.3151 -4.5521 1.0028 -1.67 0.87 -1.21
H 3.5355 -5.2365 1.0201 -0.39 -0.13 -0.28
C 1.9767 0.1725 -4.6263 -0.03 0.05 -0.68
Cl 0.9526 1.6228 -4.5706 0.36 -0.36 -0.05
Cl 2.1578 -0.4862 -6.2662 -0.25 0.21 0.11
Cl 1.2779 -1.0898 -3.5847 0.36 0.25 0.04
H 2.9969 0.4639 -4.3765 -0.39 -0.24 0.62
C 1.3964 4.7759 -0.2446 -0.85 0.42 -0.89
Cl 2.8742 4.2542 -1.1905 -0.50 -0.04 0.97
Cl 0.5029 5.9731 -1.3005 0.90 -0.43 1.00
Cl 1.7211 5.3392 1.4079 0.11 -0.20 -1.10
H 0.6937 3.9435 -0.2063 0.59 -0.07 0.20
```
Positions in Å, forces in eV/Å.

total charge: +1
gap between HOMO and LUMO (alpha / beta): 0.30378 / 0.17113 Eh
HOMO level (alpha / beta): -12.98 / -12.98 eV
spin multiplicity: 2

Atomic partial charges in e from the Mulliken method, atoms 1 to 4:
1. Ag 0.998
2. Cs 0.856
3. F -0.435
4. F -0.482


4.
DFT (ωB97M-V/def2-TZVPD) results for 2 unconnected molecules or ions with the total composition C6H7BS in a non-equilibrium geometry.

Geometry as XYZ:
```
15
Properties=species:S:1:pos:R:3:forces:R:3
B 3.9657 -0.6042 0.5121 -2.34 -0.87 1.16
C -2.4739 0.3071 0.2104 0.33 -1.72 -0.59
C -2.0148 1.5577 0.2326 -1.32 4.17 0.64
C -1.5674 -0.7252 0.0102 -1.30 -0.64 -0.47
C -0.6461 1.8836 -0.0227 -1.70 2.77 -0.33
C -0.2610 -0.4609 -0.1107 1.22 1.96 -0.06
C 0.1550 0.8647 -0.2135 1.33 -2.67 0.58
S 3.1284 0.7140 -0.1716 -0.57 0.72 -0.50
H 5.0687 -0.7378 0.4255 2.27 0.04 -0.43
H 3.4155 -1.4532 1.1927 -0.04 0.38 -0.39
H -3.4974 0.0599 0.2219 -1.13 0.05 0.37
H -2.8283 2.3877 0.4606 2.10 -1.45 -0.70
H -1.8703 -1.7365 -0.1981 -0.35 -0.33 0.58
H -0.3394 2.9240 -0.2335 -0.25 -0.56 0.56
H 0.4117 -1.2280 -0.0302 1.74 -1.85 -0.43
```
Positions in Å, forces in eV/Å.

ΔE to the lowest compared entry with this formula, charge and spin: 57.9 kcal/mol
total charge: 0
gap between HOMO and LUMO (alpha / beta): 0.33596 / 0.26551 Eh
HOMO level (alpha / beta): -9.71 / -9.21 eV
spin multiplicity: 1

Atomic partial charges in e from the Mulliken method, atoms 1 to 4:
1. B 0.181
2. C -0.454
3. C -0.060
4. C -0.329


5.
DFT (ωB97M-V/def2-TZVPD) results for C4H10N2S in the gas phase in a non-equilibrium geometry.

Geometry as XYZ:
```
17
Properties=species:S:1:pos:R:3:forces:R:3
C 1.9426 -0.7814 -0.6506 -0.40 -0.70 1.04
C 1.1301 0.4830 -0.8542 -0.52 -0.75 -0.14
C -1.1430 -0.4377 -0.7597 -2.05 -1.05 -1.68
C -0.2945 0.9607 1.0178 -0.31 1.16 3.10
H 2.9336 -0.6887 -1.0975 -0.21 -0.17 -0.34
H 2.1338 -0.9060 0.4382 -0.23 -0.15 -0.56
H 1.3698 -1.6695 -1.0227 0.79 0.63 0.24
H 1.7200 1.3126 -0.4965 -0.20 0.53 -0.01
H 0.9065 0.5576 -1.9079 0.25 0.50 -0.47
H -2.1319 0.0065 -0.6085 0.03 -0.22 -0.07
H -1.2459 -1.5156 -0.4120 0.79 1.22 -0.12
H -1.0130 -0.4322 -1.8751 -0.04 -0.25 0.91
H 0.5409 1.6296 1.3317 -0.41 -0.51 -0.70
H -2.9728 0.2489 3.1725 0.21 -0.13 -0.43
N -0.1996 0.4556 -0.2183 1.84 -0.08 0.18
N -1.1499 0.8868 2.0009 0.87 -0.06 -1.40
S -2.5265 -0.1101 1.9419 -0.41 0.01 0.45
```
Positions in Å, forces in eV/Å.

ΔE to the lowest compared entry with this formula, charge and spin: 29.1 kcal/mol
total charge: 0
gap between HOMO and LUMO: 0.31382 Eh
SMILES: CCN(C)/C=N\S
HOMO level: -7.66 eV
spin multiplicity: 1

Atomic partial charges in e from the Mulliken method, atoms 1 to 4:
1. C -0.938
2. C -0.690
3. C -1.333
4. C 0.344


6.
DFT (ωB97M-V/def2-TZVPD) results for 6 unconnected molecules or ions with the total composition C6H23NO5 in a non-equilibrium geometry.

Geometry as XYZ:
```
35
Properties=species:S:1:pos:R:3:forces:R:3
C 0.7997 2.4810 0.5214 2.18 -2.11 -4.44
C 0.0226 2.8982 -0.7916 3.13 0.11 0.63
C -1.2242 2.1431 -0.9631 -1.39 -0.46 -2.19
C -1.0221 0.6359 -1.1859 0.30 1.04 -1.38
C -1.7792 -0.1815 -0.4753 -1.12 -3.08 -0.71
N -1.8601 -1.6316 -0.5563 1.20 3.49 -4.28
C -0.9869 -2.2437 -1.6801 -1.46 -2.55 1.19
H 0.1790 2.6568 1.3137 -1.12 0.44 2.40
H 1.1102 1.3834 0.3477 -1.08 1.26 0.85
H 1.8197 2.8909 0.5582 -0.66 0.68 0.37
H 0.7587 2.9103 -1.6199 -0.54 -0.50 -0.04
H -0.2155 3.9215 -0.7530 -0.40 1.56 0.38
H -1.8171 2.5694 -1.8866 0.89 -0.60 1.81
H -1.7442 2.3942 -0.0197 -0.53 -0.70 -0.59
H -0.4133 0.2877 -2.1189 -0.82 0.81 2.11
H -2.6826 0.1940 -0.0057 0.50 0.39 0.92
H -1.9602 -2.0277 0.3394 0.45 -1.00 0.27
H -0.3657 -1.6669 -2.3875 -0.39 0.48 1.16
H -1.5831 -2.8928 -2.3972 -0.06 1.06 0.90
H -0.3914 -3.0320 -1.1958 0.37 0.52 -0.16
H -1.3829 0.0859 2.4098 0.24 0.54 0.75
H -0.3940 1.1796 2.2064 -0.26 -0.17 0.79
O -0.9419 0.7978 2.9267 0.04 -0.54 -1.54
H 2.7240 -2.0517 2.0307 -0.62 -0.94 -0.21
H 2.0638 -1.5065 3.1159 -0.57 2.79 2.49
O 1.9909 -2.2799 2.6427 1.11 -1.92 -2.33
H 2.0337 1.6910 -1.9273 1.32 -1.34 0.73
H 2.7490 0.5054 -1.1758 -1.20 -3.84 3.71
O 2.8625 1.1673 -1.7473 0.06 5.11 -4.41
H -1.2967 -3.3330 2.1062 0.28 0.99 -1.62
H 0.0393 -3.6575 1.6628 -1.39 1.97 -1.63
O -0.7436 -3.0677 1.3001 1.53 -3.34 3.93
H 0.8015 -1.3926 0.4321 1.91 0.77 -0.91
H 1.2199 -0.7945 -0.9764 1.10 -0.75 2.67
O 1.6303 -1.0338 -0.0504 -3.00 -0.17 -1.64
```
Positions in Å, forces in eV/Å.

ΔE to the lowest compared entry with this formula, charge and spin: 88.6 kcal/mol
total charge: 0
gap between HOMO and LUMO: 0.31105 Eh
SMILES: CCC/C=C/NC.O.O.O.O.O
HOMO level: -8.23 eV
spin multiplicity: 1

Atomic partial charges in e from the Mulliken method, atoms 1 to 4:
1. C -1.039
2. C -0.607
3. C -0.694
4. C 0.128